(1)
A single C2H8NOPS molecule in a non-equilibrium geometry. Source: the OMol25 dataset; level of theory: wB97M-V/def2-TZVPD.

Each line ends with the natural charge from an NBO analysis.
Cartesian coordinates (Å):
S1 -1.34257 0.86094 0.02499  -0.1625
P1 0.49166 -0.02437 -0.37718  1.9207
O1 0.28662 -1.04457 -1.38785  -1.0923
N1 0.79999 -0.63835 1.08430  -1.2565
C1 1.85693 1.25288 -0.48076  -0.9583
C2 -2.37982 -0.64343 -0.16181  -0.6896
H1 2.42158 1.03851 -1.40107  0.2531
H2 -2.91375 -0.85578 -1.15119  0.2425
H3 0.43388 -0.04356 1.77870  0.4002
H4 1.42614 2.16390 -0.48324  0.2325
H5 2.46613 1.21489 0.36317  0.2412
H6 1.08823 -1.55402 1.37336  0.4223
H7 -1.63841 -1.29675 0.08242  0.2233
H8 -2.99661 -0.43031 0.73617  0.2234

Cartesian forces, eV/Å:
-0.4133 1.8350 -0.9154
0.5953 0.9306 0.2790
0.6270 -0.9433 -1.6419
0.5327 -1.0905 1.2885
-0.6726 -3.2522 -2.0194
-1.7247 2.3772 -0.1891
-0.1813 0.3246 0.3001
0.9414 0.6614 1.5599
-0.2208 0.2346 1.2904
-1.3655 3.2968 -0.5177
0.9971 -0.5285 1.3472
0.0028 -0.1031 -0.2923
1.2236 -2.8622 0.4623
-0.3416 -0.8804 -0.9517

Summary:
energy above the lowest of the compared OMol25 structures with the same formula, charge and spin = 39.66 kcal per mole
frontier orbital gap = 0.365 Eh
DFT total energy = -950.5608 hartree
HOMO = -0.3364 Eh

(2)
A 2-piece molecular cluster, C2H8NOPS2 overall in a non-equilibrium geometry. Source: the OMol25 dataset; level of theory: wB97M-V/def2-TZVPD.

Each line ends with the natural charge from an NBO analysis.
Cartesian coordinates (Å):
S1 -1.56184 0.28687 -0.57127  -0.1052
S2 1.70052 -0.91037 2.21465  -0.5000
P1 0.17609 -1.59984 1.19246  1.4954
O1 -0.84240 -2.43911 2.12474  -0.9859
N1 0.53284 -2.77978 0.06598  -1.1722
C1 -0.52022 1.77934 -0.26730  -0.5612
C2 0.22316 2.20104 -1.55214  -0.6392
H1 -1.07296 2.67850 -0.10432  0.2175
H2 -0.00022 1.61894 0.67045  0.2404
H3 -0.34681 -3.14438 -0.36186  0.4100
H4 -0.04305 1.46639 -2.35514  0.2262
H5 1.17851 -2.55709 -0.75981  0.4304
H6 1.39398 2.30910 -1.54533  0.2093
H7 0.09480 3.23174 -1.77914  0.2108
H8 -0.91238 -2.14134 3.02803  0.5236

Cartesian forces, eV/Å:
1.1919 -0.2186 1.4682
-0.9362 0.0905 -0.8962
0.5437 0.4984 0.4673
-0.1650 -0.1202 -1.3719
-0.2531 -0.1419 -2.2737
0.0566 -0.0822 -0.9653
3.2184 -1.3246 -0.2484
-1.3696 0.1040 0.6851
0.6371 -0.1880 -0.1692
0.8549 0.2271 0.5419
0.2817 1.1585 0.3805
-1.1374 0.0195 1.9951
-1.7840 -1.1925 0.5284
-1.2594 0.7498 -0.5913
0.1201 0.4201 0.4496

Summary:
energy above the lowest of the compared OMol25 structures with the same formula, charge and spin = 58.56 kcal per mole
frontier orbital gap (alpha / beta) = 0.266 / 0.249 Eh
DFT total energy = -1348.6921 hartree
HOMO (alpha / beta) = -0.3272 / -0.3128 Eh

(3)
A 3-piece molecular cluster, C2H8NOS overall in a non-equilibrium geometry. Source: the OMol25 dataset; level of theory: wB97M-V/def2-TZVPD.

Each line ends with the natural charge from an NBO analysis.
Cartesian coordinates (Å):
S1 -1.43210 1.05090 0.47872  -0.0420
O1 1.07753 0.08946 0.61151  -0.3873
N1 -0.46804 -1.58886 0.44033  -0.7018
C1 -0.06624 -0.14831 0.03580  0.1505
C2 1.67608 1.23455 0.82804  0.0718
H1 -1.88551 1.03289 -0.79816  0.1842
H2 -0.73613 -2.12100 -0.30815  0.4392
H3 0.36020 -2.02023 0.82987  0.4404
H4 -0.40978 0.02920 -2.32206  -0.0379
H5 2.75676 1.36739 1.13823  0.2181
H6 -1.15476 -1.48472 1.18603  0.4497
H7 1.23111 2.16242 0.77623  0.1868
H8 -0.94914 0.39632 -2.89640  0.0282

Cartesian forces, eV/Å:
1.1099 -1.2524 -1.1176
2.8757 1.0976 0.7041
1.8994 3.0210 2.5426
-3.1993 0.6007 0.2955
2.1730 -1.0689 0.7791
-0.0530 0.2034 0.3749
-1.4300 -1.5870 -2.5063
0.4050 -0.3883 0.2749
-1.9139 1.3367 -2.0924
-1.3648 -1.5847 -0.4087
-0.4715 -0.5235 -0.1527
-1.9131 1.4608 -0.6124
1.8825 -1.3153 1.9190

Summary:
energy above the lowest of the compared OMol25 structures with the same formula, charge and spin = 135.08 kcal per mole
frontier orbital gap (alpha / beta) = 0.322 / 0.281 Eh
DFT total energy = -608.7300 hartree
HOMO (alpha / beta) = -0.4875 / -0.4749 Eh
net charge = +1

(4)
A 2-piece molecular cluster, C2H8NOS2 overall in a non-equilibrium geometry. Source: the OMol25 dataset; level of theory: wB97M-V/def2-TZVPD.

Each line ends with the natural charge from an NBO analysis.
Cartesian coordinates (Å):
S1 0.01930 -3.43363 -1.38906  -0.3153
S2 -1.19764 -0.33703 1.68826  0.0018
O1 -0.15441 1.26993 -1.35953  -0.5933
N1 -0.43182 2.79509 0.20302  -0.6632
C1 -0.04246 1.55170 -0.04478  0.7218
C2 0.33262 0.48835 0.94426  -0.6458
H1 0.94371 -3.70250 -2.27345  0.1523
H2 0.41677 -4.63173 -1.01185  0.1652
H3 1.09286 -0.08192 0.32911  0.2781
H4 -0.25524 3.16045 1.10809  0.4352
H5 -0.78358 -1.67900 2.00868  0.2098
H6 0.83035 0.90754 1.86923  0.2825
H7 -0.76236 3.35889 -0.52335  0.4434
H8 -0.00810 0.33387 -1.54862  0.5275

Cartesian forces, eV/Å:
-0.2741 0.1368 0.1885
0.5232 -1.2541 -0.4020
0.2857 0.2942 2.1764
1.5764 -3.1638 1.0711
-1.9670 0.8666 -2.0427
1.3807 0.2007 0.6591
0.6415 0.6246 -1.1807
-0.3708 -0.6745 1.0019
-0.9690 -0.2266 1.2014
-0.1641 0.5432 0.7712
-0.0016 1.9926 -0.7529
-0.2143 -0.1511 -1.4139
-0.4782 1.0762 -1.2776
0.0317 -0.2647 0.0001

Summary:
energy above the lowest of the compared OMol25 structures with the same formula, charge and spin = 25.21 kcal per mole
frontier orbital gap = 0.289 Eh
DFT total energy = -1007.0847 hartree
HOMO = -0.4689 Eh
net charge = +1

(5)
A 2-piece molecular cluster, C2H8NS overall in a non-equilibrium geometry. Source: the OMol25 dataset; level of theory: wB97M-V/def2-TZVPD.

Each line ends with the natural charge from an NBO analysis.
Cartesian coordinates (Å):
S1 0.26932 -1.03836 -2.04849  -1.0685
N1 -0.25564 -0.62747 1.42382  -0.8626
C1 -0.50438 1.88240 1.47817  -0.6224
C2 0.41946 0.68382 1.31364  -0.2321
H1 -0.11417 -0.36498 -3.14536  0.0872
H2 -0.54423 -0.93176 0.49859  0.4024
H3 -1.45809 1.82329 0.95464  0.2062
H4 1.18028 0.68515 2.10144  0.1556
H5 0.87069 0.70927 0.32381  0.2354
H6 0.04108 2.74900 1.13906  0.1984
H7 -1.05235 -0.54077 2.04117  0.3247
H8 -0.83725 2.02652 2.51820  0.1757

Cartesian forces, eV/Å:
0.0050 0.0021 0.0261
0.3550 0.3730 0.1466
-0.2903 -0.0404 0.6134
-0.8032 -1.0233 0.1663
-0.0401 0.0189 0.0316
-0.1544 0.0356 -0.0838
0.2471 -0.2737 -0.6034
0.1960 0.3921 -0.2189
0.2189 -0.0169 0.0377
-0.0408 0.6454 0.0255
-0.1514 -0.1411 -0.1480
0.4581 0.0282 0.0069

Summary:
energy above the lowest of the compared OMol25 structures with the same formula, charge and spin = 3.59 kcal per mole
frontier orbital gap = 0.244 Eh
DFT total energy = -533.9654 hartree
HOMO = -0.0968 Eh
net charge = -1

(6)
A 2-piece molecular cluster, C2H8NS overall. Source: the OMol25 dataset; level of theory: wB97M-V/def2-TZVPD.

Each line ends with the natural charge from an NBO analysis.
Cartesian coordinates (Å):
S1 -0.76788 -1.05661 0.61408  -0.7386
N1 -2.70196 1.09553 -1.51460  -1.1008
C1 1.02314 -1.08136 0.95384  -0.5288
C2 1.81363 0.07126 0.29965  -0.6237
H1 -1.88895 0.51011 -1.28248  0.4024
H2 2.21471 0.79434 1.01685  0.1794
H3 -3.50732 0.56843 -1.19120  0.3426
H4 -2.64976 1.86828 -0.85756  0.3412
H5 1.14210 -1.02522 2.03918  0.1723
H6 2.67332 -0.31000 -0.26689  0.1737
H7 1.18864 0.58999 -0.42207  0.2131
H8 1.46032 -2.02477 0.61120  0.1672

Cartesian forces, eV/Å:
-0.0530 0.0198 -0.1042
0.0550 0.0562 0.0174
-0.0502 0.2286 0.0138
0.2736 -0.2001 -0.2126
-0.2540 0.0508 0.1091
-0.1872 0.0145 0.0393
0.0779 -0.1511 -0.0595
0.1274 0.0114 -0.0268
0.1946 -0.1308 -0.0252
0.0385 -0.0191 0.0808
-0.1368 0.1421 0.0409
-0.0857 -0.0224 0.1272

Summary:
energy above the lowest of the compared OMol25 structures with the same formula, charge and spin = 4.15 kcal per mole
frontier orbital gap = 0.248 Eh
DFT total energy = -533.9645 hartree
HOMO = -0.0867 Eh
net charge = -1